Record 1
Density functional theory data (the ωB97M-V functional and the def2-TZVPD basis) for 2 unconnected molecules or ions with the total composition BrH3NOP.

The energy above the lowest of the compared OMol25 structures with the same formula, charge and spin comes out at 46.3 kcal/mol. Its spin multiplicity is 1. The value obtained for the HOMO energy (spin up / spin down) is -0.3327 / -0.3327 Ha. As for the orbital gap (spin up / spin down): 8.4 / 8.4 eV. Its energy is -3047.138851 Eh. Its charge is 0.

The geometry in XYZ format:
```
7
BrH3NOP (the ωB97M-V functional and the def2-TZVPD basis)
N -1.2290 -0.2425 -0.5477
O 1.6360 -0.6849 -0.0556
P 0.6665 -0.1017 1.0670
Br 1.0798 2.0575 0.9729
H -1.7767 0.5703 -0.2676
H -1.7295 -1.0580 -0.2041
H 1.3529 -0.5407 -0.9649
```

These are the Mulliken partial charges, in e, on atoms 1 to 6: -0.696 -0.411 0.450 -0.144 0.213 0.214

Record 2
Density functional theory data (the ωB97M-V functional and the def2-TZVPD basis) for 2 unconnected molecules or ions with the total composition C10H7BrO2.

The energy above the lowest of the compared OMol25 structures with the same formula, charge and spin comes out at 80.6 kcal/mol. Its spin multiplicity is 1. The value obtained for the HOMO energy (spin up / spin down) is -0.3436 / -0.2767 Ha. As for the orbital gap (spin up / spin down): 8.4 / 4.6 eV. Its energy is -3109.591369 Eh. Its charge is 0.

The geometry in XYZ format:
```
20
C10H7BrO2 (the ωB97M-V functional and the def2-TZVPD basis)
C 2.6862 0.7432 -0.0355
C 2.8056 -0.6195 0.1160
C 1.4742 1.3542 -0.0789
C 1.6246 -1.3236 -0.0464
C 0.3374 0.5872 -0.1937
C 0.3592 -0.8267 -0.0914
C -2.2731 0.8546 0.1167
C -1.3908 2.4781 -0.1776
C -0.9776 1.1509 -0.0706
C -0.8860 -1.6684 0.0708
O -3.4373 0.8081 0.1782
O -1.7035 3.6210 -0.0514
Br -4.7865 -1.6407 -0.0305
H 3.4913 1.4592 -0.1174
H 3.6317 -1.2793 0.2235
H 1.4449 2.4223 -0.0274
H 1.6514 -2.3957 -0.0308
H -1.6152 -1.3326 0.8153
H -1.6794 -1.6792 -0.7566
H -0.7569 -2.7131 0.1878
```

These are the Mulliken partial charges, in e, on atoms 1 to 6: -0.445 -0.746 -0.708 -0.451 0.902 0.861

Record 3
Density functional theory data (the ωB97M-V functional and the def2-TZVPD basis) for 2 unconnected molecules or ions with the total composition C22H47FN5O4S.

Its spin multiplicity is 1. The value obtained for the HOMO energy is -0.3693 Ha. As for the orbital gap: 5.5 eV. Its energy is -1938.567865 Eh. Its charge is +1.

The geometry in XYZ format:
```
80
C22H47FN5O4S (the ωB97M-V functional and the def2-TZVPD basis)
C -0.0319 0.6231 0.9591
C -1.0181 1.1266 2.1827
C -1.9294 2.4267 1.6797
N -2.8269 2.7960 2.8393
C -3.1564 4.2720 2.8864
S -4.0144 4.3965 4.5822
C -1.8948 5.3441 3.1251
N -2.3702 6.4725 2.1859
C -2.8406 5.6278 0.9872
N -2.4050 5.6442 -0.3242
C -3.0292 4.7341 -1.3877
C -2.3342 5.0344 -2.8366
C -1.2728 3.9091 -3.3658
C -0.6346 2.9386 -2.2113
C 0.7956 2.2341 -2.6142
C 0.6685 0.6640 -3.1000
O 0.9663 -0.2618 -1.9748
C 2.4050 -0.5544 -1.8823
C 2.9589 -2.1267 -1.9934
O 3.3767 0.3725 -1.6974
N -3.9061 4.7645 1.6622
C -5.2691 5.3859 1.8722
C -6.4471 4.2168 2.0737
F -5.6844 6.1215 0.6201
H 1.1087 0.5471 1.2817
H -0.0850 1.4579 0.1074
H -0.4024 -0.3873 0.4646
H -0.3166 1.4797 3.0800
H -1.7042 0.2303 2.5389
H -2.6276 2.0969 0.7693
H -1.2702 3.3173 1.2692
H -3.7233 2.2581 2.7143
H -4.1683 3.0567 5.0315
H -1.9393 5.8757 4.1719
H -0.8551 4.8737 2.8453
H -3.1124 7.0828 2.6187
H -1.6475 6.3516 -0.5559
H -3.0872 3.6093 -1.0743
H -4.1610 5.1038 -1.4773
H -3.2265 5.1259 -3.6245
H -1.8203 6.0845 -2.7923
H -0.3541 4.5112 -3.8344
H -1.7624 3.3403 -4.2766
H -0.5180 3.4987 -1.1881
H -1.4120 2.0472 -2.0490
H 1.4399 2.8703 -3.3882
H 1.4562 2.2108 -1.6201
H -0.4629 0.4397 -3.3964
H 1.3691 0.4401 -4.0373
H 3.7715 -2.3744 -1.1718
H 3.3976 -2.3599 -3.0768
H 2.0661 -2.8895 -1.7919
H -5.3111 6.1963 2.7301
H -6.0396 3.1278 1.8918
H -7.4331 4.4568 1.4913
H -6.7280 4.2735 3.2317
C 5.7560 -7.0616 1.9258
O 5.3238 -7.9730 0.9232
C 4.0722 -8.5968 1.2344
C 2.9718 -8.1020 0.2815
N 2.6234 -6.7039 0.5500
C 1.7751 -6.1002 -0.4839
C 2.3748 -5.9623 -1.8986
O 3.4552 -5.0317 -1.9816
C 4.7256 -5.5735 -1.6438
H 6.7789 -6.7536 1.6873
H 5.1256 -6.1697 1.9386
H 5.7590 -7.5352 2.9137
H 3.7877 -8.4563 2.2847
H 4.2111 -9.6714 1.0733
H 2.0800 -8.7254 0.4075
H 3.3388 -8.2278 -0.7411
H 3.4783 -6.1558 0.6181
H 1.5163 -5.0967 -0.1286
H 0.8358 -6.6647 -0.5468
H 1.5856 -5.5558 -2.5427
H 2.6502 -6.9265 -2.3386
H 4.8145 -6.6314 -1.9059
H 4.9241 -5.4225 -0.5813
H 5.4892 -5.0172 -2.1960
```

These are the Mulliken partial charges, in e, on atoms 1 to 6: -0.406 -0.571 0.007 -0.365 0.057 -0.224

Record 4
Density functional theory data (the ωB97M-V functional and the def2-TZVPD basis) for 2 unconnected molecules or ions with the total composition C5H10O.

The energy above the lowest of the compared OMol25 structures with the same formula, charge and spin comes out at 129.0 kcal/mol. Its spin multiplicity is 1. The value obtained for the HOMO energy is -0.3039 Ha. As for the orbital gap: 8.7 eV. Its energy is -271.547028 Eh. Its charge is 0.

The geometry in XYZ format:
```
16
C5H10O (the ωB97M-V functional and the def2-TZVPD basis)
C -1.7983 2.1779 -0.2889
C -0.4447 1.5458 -0.0531
O -0.5731 0.1401 -0.2848
C 0.5679 -0.5573 -0.2846
C 1.8178 -2.7643 0.9520
C 0.6079 -1.8686 -0.5635
H -1.7371 3.2603 -0.1399
H -2.5410 1.7700 0.4024
H -2.1330 1.9841 -1.3119
H 0.3044 1.9560 -0.7427
H -0.0976 1.7138 0.9751
H 1.4674 0.0080 -0.0314
H 2.3578 -1.8134 1.1592
H 0.9437 -2.6952 1.6258
H 1.5596 -2.4328 -0.6529
H -0.3017 -2.4244 -0.7607
```

These are the Mulliken partial charges, in e, on atoms 1 to 6: -1.213 -0.235 -0.342 0.133 -0.610 -0.751